(1)
55
Properties=species:S:1:pos:R:3:forces:R:3 method="wB97M-V/def2-TZVPD" charge=-1 de_lowest_kcal_mol=0.0
C -1.3340 -0.2356 0.3816 -0.45 0.48 -0.36
C -1.8551 0.8507 1.2838 -0.20 -0.23 0.02
O -2.4314 0.5903 2.3144 -0.09 0.06 0.33
N -1.6716 2.1527 0.8584 0.51 -0.19 0.32
C -1.4714 3.1581 1.8871 -0.01 0.76 -0.10
C 0.0073 3.5263 2.2055 -0.33 -0.22 -0.22
C 1.1079 2.5526 1.7673 0.48 0.27 0.66
C 1.6428 1.6198 2.8790 -0.43 -0.08 -0.98
C 3.1696 1.4929 2.9621 -0.73 0.23 0.76
N 3.8178 2.7407 3.3190 -0.03 0.01 0.17
O 3.5044 0.6049 4.0078 0.30 0.02 -0.69
C 3.6040 -0.7803 3.7299 -0.75 0.15 0.04
O 4.6419 -1.3025 3.9038 1.09 -0.40 0.49
C 2.3133 -1.5758 3.3339 -0.56 0.01 -0.29
O 2.5489 -2.5256 2.5777 0.00 -0.04 -0.02
O 1.2392 -1.1523 3.8043 0.34 -0.08 0.07
S 3.9587 1.0817 1.3328 0.83 0.44 -0.80
C 2.9532 -0.1663 0.5639 0.20 -0.17 0.04
O 3.8659 2.2701 0.5060 -0.58 0.15 0.18
O 5.2934 0.5904 1.5220 -0.09 -0.42 0.38
H -1.4504 0.0616 -0.6609 0.12 -0.06 -0.13
H -0.2829 -0.4080 0.5887 0.11 -0.20 0.09
H -1.9313 -1.1186 0.5640 0.18 -0.27 0.06
H -1.0240 2.2281 0.0896 -0.05 0.04 -0.11
H -1.9872 2.8551 2.7889 -0.08 -0.41 -0.02
H -1.9645 4.0751 1.5640 -0.10 0.07 -0.02
H 0.0646 3.6843 3.2804 0.11 0.02 0.13
H 0.2128 4.4957 1.7548 0.00 0.08 -0.12
H 1.9259 3.1584 1.3883 0.06 0.01 -0.14
H 0.8113 1.9244 0.9319 -0.12 0.08 -0.22
H 1.1959 0.6404 2.7479 0.05 -0.16 0.27
H 1.3052 1.9394 3.8616 0.15 0.12 0.18
H 3.7082 2.8165 4.3242 0.19 -0.03 0.07
H 3.3155 3.5193 2.9107 0.06 0.01 -0.18
H 2.8250 0.1277 -0.4716 -0.01 0.17 -0.09
H 2.0001 -0.2536 1.0695 -0.11 -0.08 0.01
H 3.4901 -1.1057 0.6295 -0.08 -0.16 0.18
C -3.1321 -3.0541 -5.2286 0.00 -0.15 -0.61
C -4.2191 -2.3652 -4.3897 0.20 -0.30 0.34
C -4.0740 -0.8646 -4.1222 -0.14 0.15 -0.04
F -2.9478 -0.5906 -3.4380 -0.05 0.01 -0.04
F -5.1301 -0.4565 -3.3815 0.04 -0.01 -0.03
F -4.3912 -3.0272 -3.2289 -0.05 0.05 -0.05
F -5.3766 -2.4882 -5.1075 -0.02 0.08 -0.12
O -2.1094 -3.7482 -4.5487 -0.21 0.11 0.48
C -0.9861 -3.1090 -4.0969 -0.02 -0.03 -0.32
C -0.8905 -3.1248 -2.5685 0.11 -0.05 0.28
F -1.9876 -2.5654 -2.0225 0.05 -0.01 -0.02
F 0.1893 -2.4074 -2.1974 0.01 0.03 -0.03
F -0.8943 -1.8589 -4.5890 0.05 0.02 0.06
F 0.0771 -3.8008 -4.5604 0.09 0.00 -0.03
H -3.6614 -3.8357 -5.7706 -0.04 -0.02 0.04
H -2.7246 -2.3784 -5.9816 -0.02 0.17 0.14
H -4.0714 -0.3084 -5.0642 0.03 -0.01 0.01
H -0.7900 -4.1496 -2.2055 0.00 0.00 -0.04

***

(2)
40
Properties=species:S:1:pos:R:3:forces:R:3 method="wB97M-V/def2-TZVPD" smiles="O=C(Nc1ccc(F)cc1)NC1CCCCCCC1" de_lowest_kcal_mol=0.0
O -0.6300 -2.3588 -0.7990 -0.43 -0.25 -0.14
C 0.0748 -1.4520 -0.4111 0.45 0.13 0.16
N 1.4485 -1.6451 -0.3337 -0.02 -0.63 -0.11
C 2.4972 -0.7513 -0.1572 0.31 0.41 0.09
C 2.4304 0.5798 -0.5732 0.01 -0.19 -0.01
C 3.5053 1.4283 -0.3839 0.34 0.00 0.18
C 4.6548 0.9414 0.2094 -0.12 -0.05 -0.04
F 5.7032 1.7721 0.3977 -0.05 -0.04 0.00
C 4.7616 -0.3811 0.6014 0.08 0.27 -0.11
C 3.6825 -1.2210 0.4148 -0.22 0.10 -0.06
N -0.3647 -0.2274 -0.0205 0.11 0.30 0.19
C -1.7889 0.0936 0.0900 -0.04 -0.35 -0.03
C -2.4090 -0.7340 1.2272 -0.18 0.03 -0.08
C -3.9328 -0.7581 1.3020 0.13 0.21 0.23
C -4.6182 0.5685 1.6223 0.03 -0.07 -0.10
C -4.5041 1.6769 0.5697 -0.18 -0.10 0.05
C -4.6964 1.2165 -0.8810 0.15 0.28 -0.05
C -3.4001 1.0491 -1.6783 -0.18 -0.28 0.02
C -2.4714 -0.0966 -1.2720 -0.02 0.28 -0.08
H 1.7058 -2.6177 -0.4322 -0.19 0.15 -0.05
H 1.5499 0.9441 -1.0777 -0.05 0.02 -0.03
H 3.4620 2.4572 -0.7042 0.02 0.11 -0.03
H 5.6772 -0.7379 1.0452 0.10 -0.02 0.05
H 3.7517 -2.2567 0.7124 -0.01 -0.10 0.08
H 0.2594 0.3089 0.5613 0.01 -0.04 -0.04
H -1.8091 1.1555 0.3476 0.01 -0.08 -0.04
H -2.0754 -1.7645 1.0868 0.07 0.06 0.03
H -2.0046 -0.3751 2.1784 0.04 -0.03 0.04
H -4.2024 -1.4623 2.0942 -0.04 -0.05 -0.09
H -4.3340 -1.1629 0.3745 -0.06 -0.11 -0.03
H -5.6798 0.3507 1.7694 -0.02 0.05 0.07
H -4.2335 0.9514 2.5711 -0.07 -0.03 0.10
H -3.5454 2.1869 0.6617 0.03 0.11 0.01
H -5.2696 2.4196 0.8093 0.10 0.05 0.01
H -5.2693 0.2892 -0.9058 -0.10 -0.06 -0.06
H -5.2918 1.9680 -1.4059 -0.06 -0.07 0.00
H -3.6760 0.8878 -2.7237 0.06 0.07 -0.03
H -2.8413 1.9883 -1.6346 0.03 0.07 -0.05
H -1.6850 -0.1584 -2.0271 -0.06 -0.07 0.02
H -2.9981 -1.0487 -1.2967 0.00 -0.07 -0.06

***

(3)
55
Properties=species:S:1:pos:R:3:forces:R:3 method="wB97M-V/def2-TZVPD" charge=-1 de_lowest_kcal_mol=43.5
Zn -5.2362 14.4074 0.8215 1.86 1.02 1.62
O -5.8106 18.6827 1.4015 -0.94 -0.27 -1.38
C -5.2327 17.4976 1.7319 3.09 -2.78 3.03
O -5.7439 16.3791 1.3467 -1.49 0.92 -1.14
O -4.2557 17.5123 2.4822 -0.68 1.31 -0.62
H -6.3598 18.4036 0.6497 -0.24 0.44 0.21
O -1.9440 15.9316 -1.0452 0.69 0.01 -0.40
C -2.3207 15.3037 0.0866 -1.77 -0.90 4.60
O -3.3883 14.5954 0.1276 -0.09 -0.06 -2.17
O -1.6761 15.4958 1.1324 0.94 0.26 -1.73
H -1.1246 16.2950 -0.6544 -0.15 0.32 -0.66
O -4.1923 12.2665 4.2474 -0.57 -0.35 -0.15
C -4.2479 13.3516 3.4079 1.67 2.31 -0.79
O -4.9347 13.1110 2.3482 -0.99 -0.51 -0.67
O -3.6250 14.3767 3.6368 -0.64 -1.10 0.69
H -4.7709 11.6881 3.7250 0.17 -0.40 0.47
C -7.4746 17.1210 -4.8575 -0.50 -0.52 0.83
C -7.0986 15.8001 -4.1542 0.00 0.02 -0.31
C -5.6578 15.3161 -4.3203 -0.63 1.21 -1.36
O -5.2774 14.9268 -3.0408 0.38 -0.18 0.18
C -6.1457 15.4197 -2.1120 0.49 -1.42 -1.05
O -6.0005 15.2056 -0.9608 -0.94 0.66 -0.54
O -7.1861 16.0074 -2.7439 -0.05 0.20 1.02
H -6.7355 17.4364 -5.5898 -0.01 0.09 0.07
H -7.5784 17.8139 -4.0216 0.53 0.41 -0.25
H -8.4781 17.1451 -5.2827 0.12 -0.44 -0.32
H -7.7230 14.9353 -4.3891 -0.48 0.34 -0.04
H -5.0551 16.1326 -4.7302 0.39 -0.01 0.44
H -5.6645 14.5447 -5.0909 0.41 -0.51 0.51
C -11.5291 15.4154 1.7754 0.45 0.96 0.85
C -10.1733 15.1751 2.4380 0.03 -0.09 0.03
C -9.9891 13.8939 3.2285 1.46 0.83 0.99
O -8.6266 13.5174 2.8467 -0.64 -0.60 0.35
C -8.2171 14.2438 1.7837 -0.58 -1.56 -0.43
O -7.2429 14.0083 1.1395 -0.78 0.20 0.46
O -9.1968 15.0570 1.4272 0.39 0.90 -1.45
H -11.7126 16.4839 1.8971 -0.37 -0.02 -0.31
H -12.3344 14.8867 2.2834 0.02 -0.14 -0.11
H -11.4871 15.1927 0.7125 -0.01 -0.23 0.08
H -9.7703 15.9878 3.0487 -0.80 0.28 0.11
H -10.7952 13.1655 3.1484 0.54 -0.53 -0.66
H -9.8675 14.1382 4.2834 -0.41 -0.11 0.09
C -7.3577 8.0930 -0.7350 -0.12 0.16 0.33
C -6.1209 8.8644 -1.1406 -0.28 -1.34 -0.46
C -6.1470 9.4406 -2.5565 0.71 0.12 1.17
O -6.5011 10.7875 -2.3349 -0.02 0.58 1.33
C -6.1878 11.1069 -0.9672 -0.18 0.44 -2.23
O -6.1264 12.2194 -0.5889 -0.12 0.06 0.10
O -5.9700 9.9970 -0.2859 0.50 -0.68 0.09
H -7.8590 7.6184 -1.5775 -0.05 0.17 -0.08
H -7.9960 8.8255 -0.2401 -0.43 -0.42 0.01
H -7.0762 7.2938 -0.0503 -0.23 0.15 0.24
H -5.2987 8.1525 -1.0601 0.48 0.60 0.31
H -6.8591 8.8976 -3.1730 0.09 0.30 -0.28
H -5.1123 9.4146 -2.9079 -0.23 -0.09 -0.64

***

(4)
52
Properties=species:S:1:pos:R:3:forces:R:3 method="wB97M-V/def2-TZVPD" charge=+1 de_lowest_kcal_mol=31.2
Rh 1.0501 -0.7616 -0.1564 -0.33 -0.51 0.60
C -2.9087 -3.8599 -2.5900 0.02 -0.01 0.02
N -2.2208 -3.5393 -1.3451 -0.06 0.06 0.01
C -2.2831 -4.5379 -0.2837 0.02 -0.01 -0.02
C -1.4864 -2.4381 -1.1889 0.07 0.01 0.01
O -0.8733 -2.1674 -0.1546 -0.17 0.00 -0.03
C -1.3877 -1.4804 -2.3711 -0.02 0.00 -0.08
O -0.5053 -0.4153 -2.0703 -0.06 -0.04 0.09
C -1.0870 0.8677 -1.9062 0.03 0.02 0.00
C -1.2449 1.2516 -0.4345 -0.05 -0.04 -0.03
O -0.7165 0.5787 0.4641 0.13 0.05 -0.01
N -1.9620 2.3425 -0.1720 0.04 0.01 -0.02
C -2.1534 2.7770 1.2081 -0.02 0.00 -0.01
C -2.5369 3.1855 -1.2161 -0.02 0.00 0.02
H -3.7186 -4.5491 -2.3636 0.00 0.00 -0.01
H -2.2386 -4.3389 -3.3067 0.00 -0.01 0.00
H -3.3509 -2.9761 -3.0446 0.01 0.00 -0.01
H -3.3115 -4.6474 0.0612 0.00 -0.01 0.00
H -1.6536 -4.2241 0.5410 0.00 0.00 0.00
H -1.9302 -5.4961 -0.6654 0.00 -0.01 0.01
H -2.3783 -1.0995 -2.6287 0.00 0.00 -0.01
H -0.9939 -2.0069 -3.2429 0.02 0.00 0.00
H -2.0451 0.9188 -2.4260 -0.01 0.00 0.03
H -0.4104 1.5853 -2.3734 0.01 0.00 0.00
H -1.9650 1.9461 1.8788 0.00 0.00 0.00
H -3.1808 3.1158 1.3302 0.00 0.00 0.01
H -1.4741 3.5964 1.4480 0.00 0.00 0.00
H -1.8818 3.2552 -2.0813 0.00 -0.01 0.00
H -2.6527 4.1898 -0.8164 0.00 0.00 0.00
H -3.5188 2.8243 -1.5279 0.00 0.00 0.00
F 2.9463 -2.7474 0.8494 -0.03 0.05 0.03
B 1.8444 -2.5381 0.1440 -0.13 -0.27 -0.03
F 1.3375 -3.5996 -0.4700 0.08 0.04 -0.02
N 4.3122 0.9994 1.5441 0.01 0.03 0.02
C 3.6881 0.0591 0.8275 -0.05 -0.23 0.13
N 2.4054 -0.0231 1.1271 0.25 0.67 -0.44
C 2.1715 0.9599 2.0995 -0.08 -0.23 0.14
C 1.0265 1.2773 2.8282 -0.01 0.03 -0.01
C 1.1389 2.2733 3.7753 -0.01 -0.01 0.00
C 2.3533 2.9362 4.0150 0.01 0.00 0.01
C 3.4994 2.6066 3.3243 -0.04 -0.01 0.01
C 3.3773 1.6032 2.3699 0.07 -0.01 0.00
H 5.2944 1.2100 1.4844 0.00 -0.01 0.02
H 4.1928 -0.5656 0.1095 -0.03 0.03 -0.04
H 0.0945 0.7607 2.6598 0.01 -0.01 -0.01
H 0.2723 2.5430 4.3643 0.00 0.00 0.00
H 2.3918 3.7074 4.7720 0.01 0.00 0.00
H 4.4444 3.0927 3.5237 0.00 0.00 0.00
O 3.3855 0.6046 -2.8693 -0.04 0.13 0.04
N 2.5739 0.4525 -2.0099 -0.36 -0.35 0.29
O 1.8664 1.3101 -1.4761 0.34 -0.05 -0.49
O 2.4032 -0.8187 -1.5582 0.42 0.66 -0.22

***

(5)
This record from the OMol25 dataset describes 2 unconnected molecules or ions with the total composition C15H22BrF3N4O3 in a non-equilibrium geometry. The level of theory is wB97M-V/def2-TZVPD.

```
48
Properties=species:S:1:pos:R:3:forces:R:3
C 3.0517 -1.0376 -0.6302 -0.08 0.61 0.17
C 1.7875 -0.3630 -0.1038 0.12 -0.29 0.43
Br 2.2295 1.2886 0.8563 -0.09 -0.10 -0.16
C 0.6954 -0.1381 -1.1381 0.91 0.46 0.41
C 0.9569 0.9087 -2.2304 -0.56 -1.61 -2.47
O 2.2218 0.9389 -2.8468 -0.09 0.29 0.76
C -0.0642 0.4515 -3.3932 -0.46 2.02 0.11
N -0.7718 1.7759 -3.6477 -1.78 -1.21 0.35
C -0.7901 2.2917 -2.3922 1.91 0.52 -1.42
N -1.7941 2.7015 -1.6950 -0.47 0.15 -0.17
C -3.1521 2.6091 -2.2206 1.83 0.21 1.04
C -3.9763 1.6468 -1.7049 -0.45 -0.31 0.05
C -5.2269 1.5941 -2.2734 0.24 -0.47 0.51
C -5.5113 2.4915 -3.2744 -1.61 -0.02 -0.71
N -4.7224 3.4404 -3.7433 0.39 0.07 -0.02
C -3.5148 3.4938 -3.1960 -0.34 0.34 -0.54
N 0.5568 2.2905 -1.9620 -0.77 -0.26 1.90
H 3.6352 -0.3750 -1.2683 -0.12 -0.08 -0.17
H 2.7411 -1.9443 -1.1554 0.27 -0.08 0.02
H 3.6897 -1.2838 0.2160 -0.11 -0.28 -0.03
H 1.3958 -1.0247 0.6695 -0.12 0.18 0.05
H -0.2672 0.0881 -0.6666 0.09 0.12 0.07
H 0.5508 -1.0997 -1.6436 0.07 0.02 -0.04
H 2.3754 0.0605 -3.2109 0.30 -0.01 0.10
H 0.3618 0.1482 -4.3443 0.24 -0.42 0.28
H -0.8615 -0.1765 -2.9985 0.39 -0.59 -0.26
H -1.6741 1.5672 -4.0719 -0.07 0.47 0.00
H -1.6263 3.0656 -0.7619 0.18 0.01 -0.08
H -3.6651 0.9702 -0.9211 0.08 0.03 0.03
H -5.9483 0.8597 -1.9515 -0.13 0.02 -0.06
H -6.4944 2.4148 -3.7322 0.08 0.19 -0.06
H -2.8173 4.2428 -3.5563 -0.05 0.04 0.02
H 1.0712 2.9367 -2.5522 0.26 -0.07 0.08
C 0.7014 -1.2545 5.3448 0.19 0.22 -0.02
C 1.3491 -2.5044 5.9342 -0.13 -0.17 0.34
O 1.4425 -3.5976 5.0557 -0.67 0.19 -0.67
C 2.5529 -3.6261 4.0856 1.00 -0.23 0.73
O 3.7114 -3.4023 4.6091 -0.01 0.23 -0.39
C 2.2759 -2.6918 2.8657 -0.58 -0.10 0.43
F 0.9532 -2.6837 2.4914 -0.01 0.12 -0.28
F 2.9426 -3.1178 1.7631 0.06 -0.03 -0.03
F 2.6122 -1.3999 3.0230 0.15 0.06 -0.17
H -0.1491 -1.5171 4.7133 -0.04 -0.05 0.07
H 0.3587 -0.5943 6.1477 -0.04 -0.07 0.02
H 1.4055 -0.6834 4.7441 -0.03 0.00 -0.03
H 0.7001 -2.8545 6.7446 0.04 -0.08 0.00
H 2.3151 -2.2727 6.3937 0.12 0.02 -0.23
H 2.3863 -4.6339 3.6294 -0.13 -0.07 0.06
```
Forces are in eV/Å.

***

(6)
49
Properties=species:S:1:pos:R:3:forces:R:3 method="wB97M-V/def2-TZVPD" smiles="CCOC(=O)N1CCN(C(=O)CCNS(=O)(=O)c2cc(Br)cnc2N)CC1" de_lowest_kcal_mol=1.9
C 1.0186 -3.1261 -2.0989 0.06 0.41 -0.01
C 1.4164 -1.8754 -2.8695 0.21 -0.53 -0.19
O 1.2899 -0.6521 -2.1339 -0.06 0.24 0.23
C 2.2220 -0.4130 -1.1892 -0.02 0.35 -0.19
O 2.9933 -1.2442 -0.7637 0.17 -0.55 0.10
N 2.2277 0.8794 -0.7869 -0.03 0.03 -0.02
C 3.1431 1.3075 0.2422 0.18 -0.16 0.06
C 2.3617 1.6671 1.5302 0.13 0.02 0.08
N 0.9758 1.8899 1.1944 0.23 0.30 -0.18
C -0.1107 1.2563 1.6901 -0.15 0.07 0.46
O -1.2308 1.5422 1.3040 -0.10 0.04 0.13
C 0.0877 0.1832 2.7477 0.02 -0.09 -0.08
C 0.6314 -1.1106 2.1254 -0.07 0.15 0.69
N 0.0226 -1.3400 0.8280 -0.75 -0.37 -0.21
S -1.5628 -1.8861 0.8009 0.08 -0.07 -0.56
O -1.6047 -2.9933 -0.1124 0.13 0.13 -0.05
O -2.0144 -2.1060 2.1523 0.21 0.28 0.01
C -2.4635 -0.5468 0.0557 0.07 -0.42 0.31
C -1.9764 -0.0635 -1.1342 -0.33 0.29 -0.16
C -2.6324 1.0103 -1.7189 0.29 -0.21 -0.09
Br -1.9882 1.7590 -3.3348 -0.03 0.00 -0.01
C -3.7490 1.5414 -1.0933 0.24 -0.03 -0.14
N -4.2238 1.0645 0.0347 -0.25 -0.12 0.42
C -3.6085 0.0385 0.6325 0.14 -0.08 -0.31
N -4.1518 -0.4312 1.7655 -0.16 -0.13 0.45
C 0.8289 2.7044 0.0058 -0.19 0.05 -0.09
C 1.2748 1.8800 -1.2179 -0.18 0.09 -0.17
H 1.0574 -3.9750 -2.7765 -0.03 -0.11 -0.07
H 1.7213 -3.3038 -1.2880 0.02 -0.06 0.03
H 0.0094 -3.0515 -1.6983 -0.04 -0.04 -0.07
H 2.4545 -1.9658 -3.2074 -0.16 0.06 -0.02
H 0.7643 -1.7255 -3.7329 0.12 -0.02 0.09
H 3.8476 0.4949 0.4223 -0.02 0.19 0.00
H 3.6937 2.1791 -0.1266 0.00 -0.05 0.05
H 2.7716 2.5898 1.9617 0.03 -0.15 0.02
H 2.4538 0.8785 2.2706 -0.01 0.03 0.01
H 0.7377 0.5194 3.5557 -0.01 -0.02 0.04
H -0.9020 -0.0237 3.1575 0.11 0.15 0.01
H 0.4170 -1.9433 2.8076 0.20 0.15 -0.04
H 1.7100 -1.0613 1.9642 -0.09 -0.05 -0.08
H 0.5843 -1.9338 0.2368 0.03 -0.21 -0.20
H -1.0975 -0.5090 -1.5743 0.12 0.06 -0.14
H -4.2811 2.3840 -1.5147 0.03 0.06 -0.12
H -4.8790 0.1159 2.1919 0.04 -0.01 -0.03
H -3.6230 -1.1067 2.3000 -0.25 0.16 0.06
H -0.2171 2.9968 -0.0859 0.16 0.03 -0.04
H 1.4442 3.6008 0.1216 -0.02 -0.01 0.01
H 1.7289 2.5339 -1.9722 -0.10 -0.01 0.01
H 0.4269 1.3709 -1.6688 0.02 0.14 0.03

***

Results for frontier orbital gap: 0.2663; 0.3366; 0.2293; 0.3124; 0.1234; 0.3228 (in Eh, following the order of the records).
Results for highest occupied orbital energy: -5.360; -8.459; -4.237; -11.653; -5.319; -8.186 (in eV, following the order of the records).